[1]
Below is a 8-piece molecular cluster, C50H72BrF6N10O6S2 overall at a distorted geometry, with properties calculated with ωB97M-V/def2-TZVPD.

Each line ends with the Mulliken charge.
Atoms and positions in Å:
C1 1.772 -2.811 3.491  -0.618
C2 0.834 -1.855 2.804  0.019
N1 1.242 -0.410 2.449  0.621
C3 1.321 -0.003 1.142  -1.054
N2 1.657 1.362 0.615  0.408
C4 0.888 1.748 -0.624  1.048
C5 1.804 2.910 -1.404  0.142
C6 0.842 4.072 -2.115  -0.440
C7 -0.404 3.451 -2.982  0.248
Br1 0.225 2.376 -4.577  -0.194
O1 0.641 0.699 -1.601  0.273
C8 0.162 -0.564 -1.029  0.108
O2 0.307 -1.558 -2.151  -0.458
C9 -1.463 -0.616 -0.725  -1.063
C10 -2.027 0.388 0.408  0.203
C11 -3.152 1.484 -0.167  -0.523
C12 -3.074 2.786 0.864  -0.669
C13 -2.471 4.145 0.174  0.322
C14 -2.087 5.339 1.271  -1.018
C15 -0.756 5.005 2.169  0.597
C16 0.478 6.100 1.980  -1.143
C17 1.925 5.425 2.456  0.576
C18 3.225 6.036 1.647  -0.643
C19 4.296 4.874 1.145  0.335
C20 5.873 5.318 1.282  -1.119
N3 1.029 -1.087 0.087  0.660
S1 2.536 -1.777 -0.420  1.195
O3 3.422 -1.880 0.888  -0.603
O4 2.437 -3.281 -0.893  -0.591
C21 3.564 -0.762 -1.606  0.544
F1 4.836 -1.551 -1.822  -0.196
F2 2.991 -0.560 -2.952  -0.171
F3 4.044 0.551 -1.035  -0.178
S2 1.605 0.694 3.745  0.903
O5 1.276 -0.060 5.093  -0.580
O6 0.702 1.977 3.770  -0.546
C22 3.436 1.160 3.882  0.698
F4 4.225 0.870 2.663  -0.138
F5 4.015 0.425 5.066  -0.175
F6 3.468 2.610 4.286  -0.166
H1 1.688 -3.979 3.423  0.253
H2 2.699 -2.369 4.096  0.190
H3 -0.242 -2.269 2.492  0.222
H4 1.490 2.140 1.286  0.016
H5 -0.109 2.327 -0.313  -0.888
H6 2.411 3.459 -0.568  -0.602
H7 2.543 2.430 -2.187  0.377
H8 0.477 4.849 -1.291  0.077
H9 1.501 4.700 -2.885  0.405
H10 -1.121 4.305 -3.406  0.447
H11 -1.114 2.773 -2.309  -0.445
H12 -0.202 -1.149 -2.921  0.460
H13 -1.673 -1.730 -0.352  0.192
H14 -2.087 -0.524 -1.739  0.400
H15 -2.640 -0.268 1.196  0.479
H16 -1.253 1.023 1.004  -0.448
H17 -2.804 1.755 -1.262  0.220
H18 -4.208 0.960 -0.134  0.380
H19 -2.552 2.533 1.892  0.236
H20 -4.209 3.028 1.140  0.429
H21 -3.300 4.584 -0.564  0.100
H22 -1.512 3.992 -0.478  -0.350
H23 -3.024 5.474 1.963  0.303
H24 -1.895 6.359 0.720  0.346
H25 -0.310 3.963 1.877  -0.560
H26 -1.087 5.076 3.312  0.340
H27 0.232 7.016 2.704  0.289
H28 0.537 6.513 0.887  0.385
H29 2.146 5.592 3.606  0.394
H30 1.868 4.256 2.298  -0.655
H31 3.754 6.836 2.356  0.350
H32 2.816 6.576 0.692  0.249
H33 4.167 3.877 1.763  -0.174
H34 4.094 4.730 -0.016  0.060
H35 6.174 6.031 0.375  0.302
H36 6.170 5.757 2.327  0.312
H37 6.508 4.324 1.113  0.302
N4 -3.903 5.923 -3.580  0.031
C23 -3.602 6.472 -4.800  -0.538
C24 -3.585 7.841 -4.658  -0.366
C25 -3.880 8.129 -3.304  -0.541
C26 -4.069 6.926 -2.661  -0.409
H38 -3.988 4.934 -3.389  0.211
H39 -3.428 5.842 -5.662  0.390
H40 -3.381 8.556 -5.444  0.412
H41 -3.947 9.108 -2.847  0.410
H42 -4.308 6.699 -1.630  0.434
N5 1.409 2.303 -7.914  0.099
C27 2.282 3.064 -8.647  -0.431
C28 2.502 2.424 -9.846  -0.666
C29 1.730 1.238 -9.839  -0.308
C30 1.063 1.190 -8.636  -0.273
H43 1.072 2.527 -6.987  0.051
H44 2.672 3.993 -8.252  0.343
H45 3.148 2.775 -10.641  0.378
H46 1.667 0.499 -10.628  0.382
H47 0.374 0.460 -8.231  0.322
N6 1.494 -7.321 0.215  0.046
C31 0.646 -8.003 1.048  -0.650
C32 -0.306 -7.118 1.504  -0.847
C33 -0.026 -5.860 0.921  -0.338
C34 1.089 -6.014 0.127  -0.759
H48 2.293 -7.719 -0.261  0.195
H49 0.793 -9.056 1.246  0.422
H50 -1.115 -7.354 2.182  0.767
H51 -0.578 -4.940 1.063  0.594
H52 1.628 -5.307 -0.490  0.607
N7 0.682 -2.483 -10.407  0.016
C35 1.396 -3.152 -11.367  -0.496
C36 2.273 -4.002 -10.730  -0.393
C37 2.076 -3.845 -9.337  -0.400
C38 1.086 -2.903 -9.167  -0.442
H53 -0.032 -1.790 -10.586  0.222
H54 1.221 -2.966 -12.418  0.369
H55 2.977 -4.665 -11.216  0.390
H56 2.600 -4.363 -8.544  0.380
H57 0.637 -2.496 -8.271  0.361
N8 -1.892 -0.353 6.257  0.176
C39 -2.344 -1.431 5.541  -0.628
C40 -3.320 -2.057 6.284  -0.188
C41 -3.466 -1.327 7.488  -0.650
C42 -2.575 -0.279 7.444  -0.451
H58 -1.169 0.288 5.957  0.135
H59 -1.932 -1.661 4.568  0.354
H60 -3.868 -2.942 5.990  0.461
H61 -4.149 -1.543 8.300  0.391
H62 -2.367 0.511 8.153  0.387
N9 0.459 -7.509 4.637  0.196
C43 1.182 -8.511 5.229  -0.458
C44 0.685 -8.701 6.499  -0.546
C45 -0.379 -7.784 6.676  -0.489
C46 -0.499 -7.063 5.510  -0.387
H63 0.609 -7.154 3.701  0.182
H64 1.987 -9.002 4.699  0.396
H65 1.048 -9.422 7.220  0.389
H66 -0.993 -7.664 7.560  0.400
H67 -1.180 -6.272 5.227  0.303
N10 -3.982 -5.974 4.949  0.115
C47 -5.030 -5.994 5.832  -0.385
C48 -5.807 -7.095 5.545  -0.587
C49 -5.202 -7.765 4.455  -0.498
C50 -4.076 -7.053 4.109  -0.233
H68 -3.253 -5.273 4.922  0.232
H69 -5.134 -5.225 6.585  0.407
H70 -6.710 -7.384 6.066  0.388
H71 -5.551 -8.670 3.975  0.399
H72 -3.336 -7.220 3.338  0.206

## Properties
multiplicity	1
total charge	+1
electronic energy	-6915.945983	hartree

***

[2]
Below is a 7-piece molecular cluster, C50H75F19IN3O19PS2 overall at a distorted geometry, with properties calculated with ωB97M-V/def2-TZVPD.

Each line ends with the Mulliken charge.
Atoms and positions in Å:
C1 -0.817 -7.342 3.303  -1.070
C2 -0.081 -6.154 2.385  -0.036
C3 0.138 -6.684 0.849  -0.514
C4 0.689 -5.505 -0.194  0.399
O1 2.091 -5.161 0.087  -0.283
C5 2.429 -3.808 -0.467  0.460
F1 3.933 -3.834 -0.608  -0.443
C6 2.039 -2.723 0.665  -0.442
N1 1.657 -1.337 0.162  0.285
C7 2.777 -0.516 -0.393  -0.229
C8 4.209 -0.553 0.382  -0.809
C9 4.225 -0.130 1.951  -0.973
I1 6.266 -0.655 2.691  0.063
S1 0.821 -0.615 1.561  -0.245
C10 1.116 1.209 1.703  -0.083
C11 -0.241 1.871 2.423  0.480
O2 -1.450 1.275 2.411  -0.427
O3 -0.036 3.154 3.137  -0.377
C12 0.412 4.221 2.229  -0.742
C13 -0.735 4.757 1.177  0.894
C14 -0.873 6.416 1.289  -1.100
O4 -0.317 4.409 -0.190  -0.210
C15 -1.384 4.674 -1.169  0.234
O5 -1.483 5.828 -1.856  -0.547
C16 -2.536 3.524 -1.550  0.032
S2 -3.841 3.302 -0.225  -0.029
C17 0.503 -1.604 -0.831  -0.273
C18 -0.340 -0.235 -1.222  -0.201
C19 -1.891 -0.273 -0.593  0.195
C20 -2.761 -1.501 -1.313  0.409
C21 -4.160 -1.614 -0.431  -0.679
N2 -4.126 -2.686 0.640  0.255
C22 -3.505 -4.073 0.582  -0.277
C23 -3.828 -4.804 2.017  -0.288
C24 -4.661 -3.750 2.964  -0.664
C25 -4.784 -2.411 1.982  -0.149
C26 0.862 -2.593 -2.064  -0.398
P1 1.387 -1.784 -3.712  0.415
O6 1.795 -0.110 -3.594  -0.489
O7 0.207 -2.085 -4.995  -0.589
N3 1.857 -3.687 -1.822  0.300
H1 -0.117 -8.281 3.463  0.223
H2 -1.112 -6.966 4.378  0.333
H3 -1.819 -7.730 2.807  0.261
H4 0.938 -5.927 2.963  0.239
H5 -0.822 -5.222 2.467  0.062
H6 -0.923 -7.026 0.454  0.323
H7 0.816 -7.652 0.840  0.134
H8 0.526 -5.907 -1.291  0.174
H9 0.008 -4.569 -0.023  -0.390
H10 1.083 -3.147 1.243  0.242
H11 2.888 -2.710 1.496  0.528
H12 2.525 0.619 -0.610  0.646
H13 3.021 -0.968 -1.474  -0.159
H14 4.782 -1.596 0.299  0.385
H15 4.923 0.217 -0.187  0.405
H16 4.118 1.015 2.181  0.416
H17 3.501 -0.804 2.620  0.402
H18 2.008 1.502 2.423  0.477
H19 1.256 1.804 0.706  0.199
H20 0.675 5.155 2.923  0.404
H21 1.390 3.986 1.629  0.210
H22 -1.754 4.285 1.516  -0.090
H23 -2.012 6.698 1.105  0.257
H24 -0.607 6.826 2.355  0.465
H25 -0.230 6.978 0.485  0.177
H26 -3.114 3.804 -2.550  0.376
H27 -1.917 2.552 -1.806  -0.088
H28 -3.379 2.419 0.798  0.067
H29 -0.282 -2.213 -0.163  0.245
H30 -0.522 -0.110 -2.391  0.538
H31 0.210 0.765 -0.897  -0.243
H32 -1.893 -0.522 0.563  0.195
H33 -2.457 0.742 -0.718  -0.614
H34 -2.993 -1.119 -2.399  0.333
H35 -2.145 -2.499 -1.353  -0.497
H36 -5.000 -1.919 -1.206  0.285
H37 -4.433 -0.539 0.003  0.179
H38 -2.932 -4.444 -0.369  0.332
H39 -3.504 -5.916 2.302  0.288
H40 -5.080 -3.900 4.060  0.299
H41 -5.330 -1.436 2.384  0.282
H42 -0.163 -3.155 -2.322  0.066
H43 2.793 0.039 -3.570  0.324
H44 0.562 -2.854 -5.565  0.389
H45 2.591 -3.733 -2.589  0.094
C27 -0.720 7.595 -4.402  -0.990
C28 0.229 8.334 -3.478  -0.168
O8 1.172 9.106 -4.237  -0.195
C29 0.739 10.333 -4.669  0.290
O9 -0.381 10.782 -4.444  -0.518
C30 1.855 11.064 -5.416  0.830
F2 2.518 10.257 -6.294  -0.229
F3 2.800 11.561 -4.568  -0.242
F4 1.403 12.123 -6.145  -0.239
H46 -0.162 6.987 -5.121  0.249
H47 -1.389 6.945 -3.831  0.278
H48 -1.330 8.295 -4.983  0.367
H49 0.807 7.612 -2.893  0.198
H50 -0.312 8.967 -2.764  0.407
C31 -6.291 7.207 3.936  -1.093
C32 -7.484 6.349 3.560  -0.177
O10 -7.062 5.200 2.810  -0.337
C33 -6.608 4.134 3.543  0.263
O11 -6.547 4.123 4.769  -0.486
C34 -6.241 2.968 2.625  0.933
F5 -5.527 3.362 1.531  -0.261
F6 -7.345 2.325 2.146  -0.266
F7 -5.486 2.018 3.246  -0.231
H51 -5.713 7.476 3.046  0.300
H52 -6.615 8.123 4.439  0.378
H53 -5.613 6.667 4.605  0.288
H54 -8.157 6.922 2.913  0.325
H55 -8.063 6.051 4.442  0.313
C35 4.647 7.327 -4.189  -1.255
C36 3.453 6.469 -4.565  0.215
O12 3.875 5.321 -5.315  -0.372
C37 4.329 4.254 -4.582  0.356
O13 4.390 4.243 -3.356  -0.547
C38 4.697 3.089 -5.500  0.865
F8 5.410 3.482 -6.594  -0.242
F9 3.593 2.445 -5.978  -0.252
F10 5.451 2.138 -4.879  -0.242
H56 5.224 7.596 -5.079  0.350
H57 4.322 8.243 -3.686  0.345
H58 5.325 6.787 -3.520  0.356
H59 2.780 7.042 -5.212  0.225
H60 2.875 6.171 -3.683  0.196
C39 4.776 -11.889 0.279  -1.079
C40 3.461 -12.144 -0.433  -0.196
O14 2.423 -12.436 0.515  -0.322
C41 1.821 -11.353 1.103  0.392
O15 2.124 -10.188 0.864  -0.524
C42 0.707 -11.805 2.047  0.838
F11 1.076 -12.857 2.834  -0.241
F12 -0.406 -12.210 1.371  -0.258
F13 0.298 -10.823 2.899  -0.213
H61 5.029 -12.730 0.934  0.305
H62 5.585 -11.745 -0.442  0.367
H63 4.715 -10.999 0.914  0.297
H64 3.558 -13.023 -1.079  0.313
H65 3.180 -11.302 -1.077  0.302
C43 7.007 -3.344 -6.456  -1.072
C44 5.814 -4.006 -7.119  -0.185
O16 5.383 -5.144 -6.358  -0.319
C45 4.563 -4.881 -5.291  0.294
O17 4.199 -3.753 -4.969  -0.465
C46 4.142 -6.180 -4.604  0.871
F14 5.181 -7.048 -4.433  -0.245
F15 3.197 -6.855 -5.318  -0.265
F16 3.611 -5.980 -3.364  -0.169
H66 7.811 -4.070 -6.295  0.313
H67 7.388 -2.525 -7.073  0.371
H68 6.740 -2.942 -5.474  0.276
H69 6.103 -4.376 -8.108  0.325
H70 4.990 -3.298 -7.269  0.275
C47 -5.502 1.903 7.226  -0.803
C48 -5.454 3.318 7.769  -0.087
O18 -5.594 3.314 9.198  -0.316
C49 -4.451 3.068 9.915  0.361
O19 -3.355 2.856 9.404  -0.521
C50 -4.732 3.142 11.416  0.843
F17 -5.879 2.495 11.771  -0.234
F18 -4.872 4.428 11.849  -0.242
F19 -3.740 2.592 12.172  -0.236
H71 -6.413 1.393 7.557  0.313
H72 -5.476 1.907 6.132  0.055
H73 -4.656 1.312 7.590  0.352
H74 -6.297 3.893 7.370  0.238
H75 -4.538 3.838 7.466  0.282

## Properties
multiplicity	1
total charge	+1
relative energy (zero: lowest compared OMol25 entry of this formula, charge and spin)	1624.48	kJ/mol
electronic energy	-6876.065406	hartree

***

Which HOMO-LUMO gap belongs to each record? In order, 3.3, 6.5 eV.
Which highest occupied orbital energy belongs to each record? In order, -9.44, -9.70 eV.